The following is a DFT calculation (wB97M-V/def2-TZVPD) of 3 unconnected molecules or ions with the total composition C26H54FO6PS in a non-equilibrium geometry.

XYZ file:
```
89
Properties=species:S:1:pos:R:3:forces:R:3
S -2.6150 1.2612 4.6990 -0.220 -1.348 0.984
P -1.4700 1.9159 2.9666 1.406 -0.769 -1.284
F -0.5535 2.4205 1.5462 -0.626 -0.517 1.530
O 1.9834 0.7884 -1.3689 -0.009 0.333 -0.008
O 3.9193 3.0126 -2.1986 -0.024 -0.384 0.118
O 5.1506 0.3185 -1.3696 0.172 0.102 -0.400
O 6.1534 -3.8082 -4.7897 -0.347 -0.084 -0.197
O 5.4477 -6.7793 -4.5371 0.288 0.287 -0.069
O 8.3656 -6.0835 -5.2173 -0.010 -0.279 0.350
C -4.8262 3.7415 3.4047 -0.022 1.643 0.296
C -9.1239 2.4742 5.2160 0.888 -0.463 0.930
C -0.4724 3.1609 3.9863 1.834 0.167 3.628
C -10.2257 1.3951 2.9713 1.810 -0.466 -0.468
C 3.2672 2.0310 -3.0108 -0.193 0.277 -0.063
C -3.6546 3.8026 2.2883 -0.462 -0.241 0.295
C -11.0712 0.0984 2.5141 0.374 0.130 -0.736
C 5.8647 -5.8591 -3.5234 -0.317 -0.035 0.046
C 0.9179 0.9777 -0.4517 0.432 -0.057 -0.048
C -9.3319 1.1431 4.3284 -1.935 -0.168 0.335
C 5.5709 1.6220 -0.9762 -0.537 -0.218 0.116
C -7.4338 3.2372 3.2134 -0.560 1.436 -0.242
C -3.0509 2.3313 1.9953 -0.280 0.123 -1.535
C 0.0168 2.8580 5.3192 -1.021 0.426 -2.730
C 9.4868 -6.6293 -4.5452 -0.162 0.255 -0.216
C 4.3789 2.5748 -0.9161 0.191 0.131 -0.113
C -6.2329 4.2837 2.8153 -0.505 -1.285 -0.276
C 1.8812 1.6338 -2.5105 0.394 -0.412 0.215
C 6.1328 -0.3683 -2.1244 -0.275 0.039 0.276
C 7.5479 -7.0810 -5.8230 -0.116 0.581 -0.011
C -7.9208 3.4440 4.7386 0.211 0.618 -0.615
C -0.4021 -1.1213 2.7077 -1.078 6.896 1.071
C 6.0822 -6.6520 -5.8133 0.010 -0.282 0.074
C 5.3930 -2.8839 -5.5477 0.368 -0.201 0.017
C 5.3931 -4.4262 -3.7544 0.499 -0.091 -0.132
C -0.8061 0.1393 2.8083 2.228 -6.495 -1.002
H -0.0200 0.6184 -0.8791 -0.222 0.068 0.057
H -4.5165 4.4892 4.2464 -0.526 -1.534 -1.271
H 9.1746 -7.3883 -3.8207 0.055 -0.108 -0.037
H -10.1032 3.0867 5.3622 1.610 -1.239 -0.615
H -8.3636 0.5568 4.1054 -1.435 1.192 0.307
H 4.7051 3.4838 -0.4007 0.054 -0.009 -0.161
H -8.8424 2.1102 6.2906 -0.553 0.642 -1.842
H 5.9495 -5.6479 -6.2176 0.259 0.054 0.091
H -8.3219 3.5226 2.5100 1.464 -0.772 1.247
H 0.8332 2.0307 -0.1684 -0.098 -0.103 -0.100
H -9.9888 0.4218 4.9733 1.224 1.220 -0.983
H 10.1902 -7.0588 -5.2663 0.074 -0.122 0.120
H 7.6470 -8.0408 -5.3024 -0.020 0.045 0.017
H -6.4721 5.3702 3.1596 0.357 -2.003 -0.539
H -4.9620 2.7074 3.8979 0.331 1.597 -1.014
H 3.5588 2.1640 -0.3262 0.086 -0.253 -0.082
H 0.0552 1.7744 5.7295 -0.534 2.122 -0.738
H -4.0899 4.1970 1.2897 0.700 -0.708 1.697
H 6.3182 2.0215 -1.6720 -0.046 -0.016 -0.011
H 4.4859 -3.3569 -5.9390 -0.092 0.092 0.072
H 9.9813 -5.8235 -3.9996 -0.062 -0.002 -0.145
H 5.6889 -1.2926 -2.4992 -0.007 0.057 0.135
H -6.9621 3.3659 5.4011 -1.882 0.026 -0.938
H 7.8895 -7.1985 -6.8575 -0.135 -0.213 -0.089
H 3.1429 2.5063 -3.9908 -0.022 0.063 0.163
H 5.3959 -6.2181 -2.5998 -0.062 0.028 -0.167
H 3.9071 1.1616 -3.1666 -0.123 -0.114 0.200
H -2.8708 4.5837 2.6246 -1.003 -1.517 -0.655
H 0.2256 -2.0839 2.7707 -1.630 2.019 -0.291
H 6.0002 -2.5657 -6.3992 0.012 -0.023 0.186
H -7.1156 2.1482 2.9993 -0.408 1.794 0.316
H -0.1818 4.2026 3.5611 -0.936 -2.008 0.582
H -2.0570 0.0190 5.0001 -0.376 1.230 -0.492
H 6.4501 0.2294 -2.9850 0.133 0.012 0.009
H 6.9424 -5.9111 -3.3646 0.018 0.207 -0.161
H 5.5335 -7.3274 -6.4772 0.037 -0.066 0.153
H -9.4307 1.5744 2.1336 -1.608 -0.149 1.299
H -8.3163 4.5416 4.8039 0.918 -1.876 -0.007
H 1.1439 0.4041 0.4507 -0.041 0.023 -0.181
H -3.8157 1.4805 2.1757 1.239 1.610 0.005
H 6.9936 -0.6138 -1.4935 0.130 -0.014 -0.150
H -6.2159 4.2724 1.6472 0.160 0.159 2.064
H 1.3540 1.0706 -3.2897 -0.027 0.181 -0.206
H -2.7898 2.2920 0.8584 -0.126 -0.004 2.193
H 4.3246 -4.4323 -4.0027 0.061 -0.027 -0.018
H -10.4072 -0.6247 1.8817 -1.050 1.334 1.214
H -11.8962 0.4632 1.7917 1.088 -0.807 1.332
H 5.1405 -2.0118 -4.9420 -0.201 0.132 -0.036
H 0.4014 3.6812 6.0468 -0.367 -1.509 -1.824
H 6.0207 1.5330 0.0190 0.106 0.240 0.048
H 5.5411 -3.8365 -2.8421 -0.167 -0.128 0.168
H -11.4874 -0.5348 3.3809 0.430 1.261 -1.268
H 1.3071 2.5392 -2.2778 0.060 -0.024 0.020
H -10.8381 2.3700 3.0276 0.748 -1.715 0.191
```
Forces are in eV/Å.

Summary:
highest occupied orbital energy = -8.87 eV
SMILES string = C#CP(F)(S)(C=C)CCCCCCCCCC.COCCOCCOC.COCCOCCOC
net charge = 0

***

The following is a DFT calculation (wB97M-V/def2-TZVPD) of 8 unconnected molecules or ions with the total composition C26H54N2O14S2 in a non-equilibrium geometry.

XYZ file:
```
98
Properties=species:S:1:pos:R:3:forces:R:3
S -4.3626 1.5268 -2.0055 -0.645 -2.030 -0.016
S 2.9543 2.1971 -1.5833 0.143 -0.124 -0.989
O 3.2669 3.5599 -1.8083 0.219 0.561 -0.217
O -0.3868 -0.8251 1.8698 -0.068 -0.195 -0.137
O 3.0869 -3.2880 4.2582 -0.482 -0.380 -0.193
O -3.5124 0.8723 -1.0740 0.216 0.341 0.453
O 3.7700 1.3043 -2.6098 0.369 0.091 0.067
O -0.5150 6.3211 -0.0207 -0.186 0.192 -0.654
O -5.5852 2.2158 -1.3153 0.130 0.643 0.319
O 0.5507 4.3920 4.0735 -0.428 1.068 -0.070
O 5.1266 -3.5473 0.4182 0.454 -0.500 -0.277
O -3.8377 2.3521 -3.0093 0.212 0.586 -0.542
O -2.6366 -5.0331 -2.6507 0.392 -0.515 0.245
O 3.0458 1.6863 -0.2792 -0.202 -0.567 0.729
O -5.2507 0.3352 -2.6683 0.530 0.801 -0.586
O 1.5300 1.8830 -2.2152 -0.073 0.031 0.340
N 3.5866 -1.8864 2.5973 -0.020 -0.183 -0.123
N 0.4991 4.6386 -1.1305 0.027 -0.008 0.035
C -0.5249 -2.1259 1.2850 -0.251 0.071 -0.715
C 2.9173 0.6799 -3.5934 0.487 -0.294 0.227
C 1.8599 -1.2305 4.2375 0.402 -0.173 -1.316
C 2.9179 -3.9358 -0.1160 -0.508 -1.171 -0.385
C -2.8491 -3.9288 -3.4861 -0.998 0.703 -0.649
C 0.4488 3.5896 5.2351 0.770 -0.950 0.274
C -4.6990 -4.0710 -2.0390 -0.655 1.406 0.454
C -0.4974 -1.9347 -0.2404 0.429 0.587 -1.313
C 1.6845 1.5451 -3.5998 -0.500 -0.102 -0.197
C 1.7553 6.6650 -0.6639 0.089 0.080 -0.613
C 4.1284 -4.5371 0.5950 -1.047 0.604 1.038
C 0.0067 -0.5018 -0.3720 0.147 0.952 0.082
C -1.2573 2.9259 3.7629 0.463 -0.514 -1.383
C -6.3444 0.0437 -1.8403 -1.121 -0.937 0.402
C 2.8386 -2.2433 3.6753 0.822 0.525 0.605
C 3.7432 -0.6337 1.8748 -0.082 -0.523 0.043
C -6.6101 1.2733 -0.9580 0.113 0.301 0.087
C -0.5947 0.1508 0.8471 -0.133 0.316 0.420
C 0.4507 5.9024 -0.6429 0.318 -0.414 1.611
C -0.2445 3.8105 3.0463 1.074 -1.946 -0.206
C 5.0297 -3.0652 -0.9308 -0.605 0.055 0.558
C -0.3796 2.3446 4.8758 -1.436 1.523 0.809
C -0.6190 3.7326 -0.9883 -0.679 0.299 -0.649
C -3.6780 -5.1276 -1.6655 0.228 0.513 -0.507
C -3.8572 -3.0246 -2.7597 0.951 0.229 -0.276
C 3.5579 -3.2815 -1.3392 -0.401 0.006 -0.693
H -4.3685 -2.3429 -3.4398 -0.316 -0.311 -0.078
H -0.2251 0.0156 -1.3047 -0.251 -0.174 -0.006
H -6.5681 1.0863 0.1130 0.092 -0.136 -0.048
H 3.4376 -3.9600 -2.1896 0.466 -0.191 0.125
H -0.2706 2.7085 -1.0396 -0.076 -0.040 0.181
H 1.6728 -0.4747 3.4745 -0.161 0.174 0.244
H -1.6575 0.3923 0.7185 -0.014 -0.177 0.010
H 3.9024 -4.6202 1.6624 0.293 0.038 0.035
H 0.2991 -2.7504 1.6240 -0.178 -0.137 0.292
H -1.0533 2.1433 5.7115 0.379 -0.588 0.121
H -3.3161 -2.3474 -2.0903 -0.068 -0.280 0.306
H -4.0687 -6.1414 -1.6468 0.070 -0.072 0.116
H 5.7001 -3.6196 -1.5887 0.194 0.146 0.029
H -6.1713 -0.8839 -1.2883 0.332 0.278 0.297
H 5.2819 -2.0095 -0.8550 0.235 0.001 -0.377
H 2.4901 6.2413 -1.3507 -0.093 0.013 -0.063
H -1.9347 -3.3932 -3.7446 0.238 -0.282 0.240
H 1.4060 4.2662 -1.3630 -0.161 0.235 -0.147
H 2.2506 -4.7508 -0.4159 -0.052 0.137 -0.096
H 2.7396 -0.3346 -3.2360 -0.248 -0.007 -0.127
H -3.2248 -4.8352 -0.7154 -0.142 -0.371 0.203
H -0.5647 4.4378 2.2180 -0.197 0.815 0.651
H 1.4542 3.2969 5.5597 0.024 0.146 -0.084
H 1.7895 2.4423 -4.2107 0.113 0.073 0.130
H 0.1167 -2.5369 -0.9187 0.283 -0.599 0.871
H 0.0020 4.1255 6.0769 -0.163 0.240 -0.233
H 0.1793 1.4672 4.5721 0.092 0.019 -0.079
H -0.0854 1.0572 1.1828 0.038 -0.007 -0.132
H -3.3115 -4.2642 -4.4265 0.152 -0.034 -0.032
H 0.9225 -1.7413 4.4319 0.017 0.100 0.472
H -7.2379 -0.1732 -2.4294 0.273 0.215 -0.403
H -5.5450 -4.3209 -2.6801 0.215 -0.700 -0.022
H 2.3105 -3.3077 0.5331 0.418 0.402 0.023
H -1.5300 2.1100 3.0854 -0.425 0.209 0.027
H -2.1425 3.4840 4.0617 0.032 -0.112 0.385
H 3.6392 0.2470 2.5039 -0.079 -0.019 0.041
H -1.3224 3.9011 -1.8136 0.063 -0.218 -0.036
H 3.0621 -2.3880 -1.7305 0.061 0.257 0.586
H -5.1330 -3.6204 -1.1408 -0.069 -0.215 0.026
H 3.0574 -0.5761 1.0284 -0.006 0.204 0.005
H 4.7655 -0.6776 1.5022 -0.047 0.357 -0.179
H 4.2564 -2.5905 2.3257 0.012 -0.047 0.111
H 0.4426 3.0860 2.5636 -0.155 0.077 -0.290
H 3.4653 0.6483 -4.5304 -0.054 0.111 -0.043
H 1.5423 7.6935 -0.9499 0.091 0.030 0.092
H 1.0864 -0.3874 -0.2183 0.054 -0.524 -0.236
H -1.2243 3.9203 -0.1021 0.427 0.016 0.287
H 4.3669 -5.5565 0.2744 0.404 0.243 -0.512
H -1.5145 -2.5165 1.5281 0.218 -0.354 0.442
H -7.5412 1.7761 -1.2048 -0.048 -0.112 0.022
H -1.4780 -2.0354 -0.7132 -0.223 0.254 0.416
H 2.3570 -0.7925 5.0993 -0.376 -0.009 0.255
H 0.7760 1.0222 -3.8882 0.058 -0.066 -0.031
H 2.2041 6.6537 0.3276 -0.207 0.034 0.123
```
Forces are in eV/Å.

Summary:
highest occupied orbital energy = -8.96 eV
relative energy (zero: lowest compared OMol25 entry of this formula, charge and spin) = 0.000 eV
SMILES string = O=S1(=O)OCCO1.O=S1(=O)OCCO1.CNC(C)=O.CNC(C)=O.C1CCOC1.C1CCOC1.C1CCOC1.C1CCOC1
net charge = 0

***

no.,LUMO energy (eV)
1,0.0
2,0.0